{
  "formula": "C3H5NO2",
  "method": "ωB97M-V/def2-TZVPD",
  "total_energy_ha": -322.3775,
  "mol_weight_g_mol": 87.078,
  "de_lowest_kj_mol": 516.82,
  "homo_energy_ev": -10.13,
  "elements": ["O", "H", "C", "H", "H", "H", "N", "H", "C", "O", "C"],
  "coordinates": [[-1.227, 0.349, -0.664], [-1.303, 0.048, 1.253], [1.192, -0.211, -0.159], [-0.409, -1.608, -0.767], [0.545, 2.058, -0.203], [-2.406, -1.020, 0.639], [1.219, 1.145, 0.069], [2.059, 1.297, -0.117], [-1.368, -0.314, 0.425], [1.966, -1.037, -0.072], [-0.268, -0.706, -0.403]],
  "nbo_charge": [-0.46, 0.14, 0.68, 0.19, 0.44, 0.10, -0.84, 0.35, 0.01, -0.55, -0.07]
}


{
  "formula": "C40H62AgClGeN5O3P3",
  "method": "ωB97M-V/def2-TZVPD",
  "spin_multiplicity": 2,
  "total_energy_ha": -5768.8887,
  "mol_weight_g_mol": 969.821,
  "de_lowest_kj_mol": 45.29,
  "s_squared": 0.758,
  "homo_energy_ev": [-3.35, -4.14],
  "total_charge": -1,
  "elements": ["C", "C", "H", "H", "H", "C", "H", "H", "C", "N", "C", "H", "H", "H", "H", "H", "N", "Ge", "H", "H", "H", "C", "C", "C", "H", "H", "H", "H", "H", "H", "H", "H", "C", "H", "H", "H", "C", "C", "H", "H", "H", "C", "C", "C", "C", "C", "N", "H", "C", "H", "C", "H", "H", "Cl", "H", "C", "H", "H", "C", "H", "C", "H", "C", "C", "H", "C", "H", "H", "H", "H", "H", "C", "H", "P", "H", "C", "H", "C", "H", "P", "O", "H", "C", "H", "H", "H", "N", "C", "H", "C", "H", "C", "H", "H", "O", "H", "C", "H", "H", "N", "C", "P", "C", "H", "C", "H", "C", "H", "Ag", "C", "O", "C", "H", "C", "C", "H"],
  "coordinates": [[-8.282, -7.804, 21.674], [-9.761, -9.662, 17.324], [-1.007, -7.657, 18.015], [-8.877, -1.692, 22.766], [-10.313, -3.165, 14.502], [-7.327, -8.396, 18.143], [-9.387, -3.891, 23.220], [-3.543, -10.406, 20.725], [-8.471, -6.643, 22.690], [-6.328, -7.682, 18.694], [-5.860, -1.366, 17.460], [-4.128, -3.418, 16.944], [-0.283, -7.272, 20.377], [-0.988, -2.682, 19.974], [-1.452, -6.199, 21.166], [-4.366, -8.532, 18.392], [-3.374, -6.602, 25.127], [-6.604, -5.725, 18.887], [-5.606, -7.577, 22.881], [-5.789, -2.225, 16.815], [-9.116, -7.910, 21.009], [-1.252, -7.220, 20.838], [-4.665, -5.398, 15.227], [-5.225, -8.634, 22.678], [-5.539, -7.681, 12.850], [-3.634, -6.189, 13.533], [-5.520, -0.976, 20.909], [-6.799, -0.828, 17.221], [-3.627, -10.701, 22.503], [-2.970, -4.031, 21.763], [-7.360, -7.982, 14.583], [-3.181, -8.132, 22.706], [-5.723, -5.488, 16.148], [-8.219, -8.804, 22.180], [-10.006, -5.143, 20.327], [-3.776, -4.809, 15.475], [-7.540, -4.130, 24.410], [-10.369, -3.039, 16.587], [-6.838, -0.234, 20.036], [-1.596, -3.671, 18.647], [-10.267, -3.233, 18.773], [-3.802, -4.397, 22.392], [-3.270, -9.992, 21.742], [-7.969, -2.332, 22.618], [-5.832, -1.802, 18.915], [-8.834, -5.372, 16.629], [-8.418, -5.085, 18.994], [-2.055, -3.989, 20.280], [-3.005, -2.190, 19.500], [-3.427, -0.363, 18.429], [-8.220, -7.738, 17.185], [-2.728, -1.671, 17.362], [-5.357, -9.335, 19.593], [-4.442, -2.964, 23.255], [-9.103, -3.632, 20.465], [-8.834, -10.317, 18.094], [-9.010, -5.508, 14.479], [-11.070, -2.238, 16.525], [-6.606, -7.233, 14.694], [-1.788, -0.793, 18.550], [-5.092, -8.345, 19.184], [-5.137, 0.197, 19.667], [-5.564, -7.076, 13.779], [-4.447, -4.157, 17.775], [-2.725, -7.237, 17.682], [-4.558, -6.201, 14.090], [-10.447, -7.330, 22.822], [-10.353, -5.656, 22.875], [-5.031, -0.666, 17.298], [-7.064, -10.220, 19.297], [-9.009, -11.381, 18.249], [-9.858, -6.537, 23.252], [-6.493, -4.481, 24.228], [-4.020, -7.419, 20.477], [-2.159, -8.867, 19.767], [-1.850, -3.193, 19.608], [-3.146, -1.639, 20.433], [-6.748, -6.431, 15.835], [-1.748, -6.096, 18.468], [-7.919, -5.069, 21.825], [-2.448, -6.594, 24.271], [-7.312, -3.213, 24.982], [-3.832, -8.591, 21.952], [-6.070, -9.127, 22.184], [-7.207, -1.900, 23.253], [-6.783, -2.326, 19.121], [-7.910, -6.484, 16.666], [-7.667, -9.692, 18.562], [-7.383, -7.685, 20.982], [-9.465, -8.361, 16.918], [-7.554, -2.201, 21.612], [-8.279, -3.790, 23.043], [-10.797, -9.970, 17.164], [-3.658, -4.917, 17.991], [-3.908, -5.543, 25.452], [-8.187, -4.760, 25.029], [-5.797, -0.619, 19.917], [-5.115, -9.078, 23.673], [-1.281, -7.857, 21.737], [-5.727, -4.810, 17.408], [-10.052, -3.619, 17.801], [-4.655, -3.173, 19.372], [-8.983, -4.749, 20.297], [-10.082, -7.927, 16.115], [-10.017, -3.668, 15.380], [-3.465, -5.188, 23.092], [-2.762, -1.234, 18.342], [-2.188, -10.051, 21.748], [-5.349, -5.150, 21.050], [-9.130, -4.700, 17.834], [-3.690, -7.680, 25.657], [-1.930, -7.177, 18.402], [-7.749, -6.851, 23.484], [-2.258, -7.772, 19.782], [-9.323, -4.917, 15.395], [-9.923, -6.555, 24.340]],
  "mulliken_spin": [0.01, 0.01, 0.00, 0.00, 0.00, -0.01, 0.00, 0.00, 0.00, 0.08, 0.01, 0.00, 0.00, 0.00, 0.00, 0.00, 0.00, 0.02, 0.00, 0.00, 0.00, 0.01, 0.00, 0.00, 0.00, 0.00, 0.00, 0.00, 0.00, -0.03, 0.00, 0.01, -0.01, 0.00, 0.00, 0.00, 0.00, 0.00, 0.00, 0.00, 0.00, 0.37, 0.01, 0.00, 0.04, 0.00, 0.00, 0.00, 0.04, 0.00, 0.00, 0.00, 0.00, 0.02, 0.00, 0.00, 0.00, 0.00, 0.00, 0.00, 0.01, 0.00, 0.00, 0.00, 0.00, 0.00, 0.00, 0.00, 0.00, 0.00, 0.00, 0.00, 0.00, 0.04, 0.00, 0.00, 0.00, 0.00, 0.00, 0.11, 0.00, 0.00, 0.02, 0.00, 0.00, 0.01, 0.01, 0.01, -0.01, -0.01, 0.00, 0.02, 0.00, 0.01, 0.00, 0.00, 0.02, 0.00, 0.00, 0.06, 0.00, -0.01, 0.02, 0.00, 0.00, -0.03, 0.00, 0.00, 0.13, 0.01, 0.00, -0.01, 0.00, 0.04, 0.00, 0.00]
}


{
  "formula": "C20H21N2O4PS",
  "method": "ωB97M-V/def2-TZVPD",
  "total_energy_ha": -1924.5608,
  "mol_weight_g_mol": 416.439,
  "de_lowest_kj_mol": 0.00,
  "homo_energy_ev": -8.60,
  "elements": ["P", "C", "C", "H", "C", "H", "O", "H", "H", "H", "C", "H", "H", "C", "N", "C", "H", "C", "H", "C", "H", "C", "S", "O", "H", "H", "H", "H", "H", "O", "O", "C", "C", "H", "C", "C", "N", "H", "C", "C", "H", "C", "C", "C", "H", "C", "H", "C", "H"],
  "coordinates": [[-4.657, 3.358, 2.763], [-0.292, -0.336, -2.686], [-1.076, 4.142, 1.773], [1.433, -1.409, -1.979], [-1.656, 1.826, 2.023], [-3.532, 4.484, 1.003], [1.263, -0.714, 0.936], [-3.812, 2.775, 0.564], [4.318, -4.354, 0.821], [-2.526, 3.969, 4.323], [-0.971, -0.824, -4.944], [1.839, 5.046, 1.295], [-1.977, 0.566, -3.655], [1.255, -2.993, 0.581], [2.007, -2.903, -4.102], [0.500, -4.107, 0.263], [-1.373, 5.161, 1.542], [0.910, -1.924, -3.989], [0.751, 5.945, 2.347], [3.250, -4.283, 0.668], [-1.643, -0.663, -5.776], [1.257, 4.985, 2.217], [-3.726, 4.562, 4.200], [2.707, -3.079, -3.125], [-0.564, -4.018, 0.104], [1.610, 2.336, 2.746], [-4.338, 2.065, 3.230], [0.225, -2.279, -5.986], [-0.072, 0.517, 2.607], [2.141, -3.479, -5.162], [-0.622, -1.657, 0.523], [-0.348, 1.539, 2.385], [0.588, 2.561, 2.452], [-2.395, 1.032, 1.980], [2.621, -3.055, 0.784], [1.142, -5.328, 0.149], [0.580, -1.691, 0.698], [1.927, 4.838, 3.064], [-2.032, 3.132, 1.711], [0.070, -1.730, -5.070], [0.572, -6.212, -0.102], [2.513, -5.417, 0.353], [0.753, -1.238, -2.800], [-1.156, -0.132, -3.753], [-0.432, 0.200, -1.756], [0.239, 3.872, 2.144], [3.179, -2.162, 1.022], [-3.461, 3.450, 1.350], [3.010, -6.374, 0.264]],
  "nbo_charge": [0.46, -0.19, -0.18, 0.24, -0.23, 0.24, -0.38, 0.24, 0.22, 0.15, -0.21, 0.22, 0.22, 0.08, 0.52, -0.21, 0.20, 0.08, 0.21, -0.20, 0.22, -0.63, -0.31, -0.38, 0.25, 0.21, -0.04, 0.25, 0.22, -0.38, -0.38, -0.18, -0.22, 0.21, -0.21, -0.21, 0.52, 0.22, -0.04, -0.22, 0.22, -0.17, -0.22, -0.18, 0.23, -0.03, 0.25, -0.72, 0.22]
}